Formula: C19H10N3O4S3W
Source: the OMol25 dataset
Level of theory: ωB97M-V with the def2-TZVPD basis set

Structure (XYZ):
```
40
Properties=species:S:1:pos:R:3:forces:R:3
S 0.2386 1.2954 -2.7156 0.5 0.1 -0.3
H -3.4935 0.2782 3.8807 -0.9 -0.6 0.8
H -2.4045 -1.5574 2.4805 -0.5 -0.6 0.5
C -2.1981 0.7560 -1.6611 -0.6 2.0 -0.1
C -2.1514 -0.5452 -2.1748 0.7 -1.7 -0.4
C -2.4799 1.8185 2.9537 0.0 2.4 1.5
H 0.2736 -4.2709 -0.3765 -0.4 0.6 0.4
S 2.1649 3.0139 0.7426 0.3 -1.1 0.6
C 0.3175 -3.1804 -0.2058 0.9 -1.4 0.1
H 2.5830 0.6335 -1.3673 0.1 -0.1 -0.2
C -2.8138 0.4995 3.1109 0.4 -0.7 0.2
N -2.0079 -1.6504 -2.4827 -0.2 0.7 0.1
H -2.8116 2.6959 3.6638 0.1 -2.2 -1.4
H 2.4470 -4.3541 -1.4538 0.1 -0.8 0.0
H 4.4354 -0.5945 -2.2719 -0.4 -0.6 0.2
C -2.2036 -0.5205 2.3746 -0.5 0.8 0.4
C 1.4507 -1.1480 -0.7834 0.2 -0.2 -1.1
S -1.2175 3.2325 -1.0435 0.4 -0.1 -0.1
C 3.5523 -2.5852 -1.9377 -1.6 0.9 1.0
O 1.8803 1.4537 0.9825 0.8 0.0 0.4
C -0.4712 -1.0839 0.5690 -1.1 0.4 0.9
C 2.5132 -0.4481 -1.4258 -0.3 -0.6 1.4
H -1.3712 -2.9618 1.0601 -0.6 -0.4 0.6
C 3.5871 -1.1667 -1.8597 0.4 0.1 -1.0
C 2.5250 -3.2999 -1.3778 -0.3 1.8 -0.1
O 3.1778 3.6756 1.4421 0.1 -0.2 0.0
H 4.2309 -3.0885 -2.5241 1.9 -1.0 -0.9
W 0.4423 1.6460 -0.3790 -0.7 0.9 0.8
N 0.3661 -0.4397 -0.2622 1.0 -1.1 0.9
N -4.3575 1.3745 -0.3727 0.3 0.0 -0.3
C -1.5916 2.2038 1.9749 0.1 -3.2 -1.4
O 2.2219 2.8762 -0.7446 0.1 0.3 -1.2
C -0.9986 1.1932 1.1511 -0.6 1.4 1.2
C -3.4238 1.1204 -0.9989 0.1 -0.1 0.6
C -1.2447 1.7421 -1.9302 -1.2 -1.2 -0.1
C -0.5572 -2.4893 0.5858 0.7 1.0 -1.2
C -1.2878 -0.1585 1.4411 1.9 0.5 -2.6
C 1.4646 -2.5776 -0.7711 -0.7 1.3 0.2
H -1.5342 3.2115 1.7650 0.7 1.9 -0.4
O 0.7478 3.4000 0.9419 -1.1 0.7 0.1
```
Forces are in eV/Å.

Output
Net charge: +1
Max |F| in eV Å⁻¹: 3.49
Kohn-Sham gap in eV: 6.00
Highest occupied orbital energy in eV: -12.544